# 1
Below is a structure of composition C21H33IrN2O4P2, with properties calculated with wB97M-V/def2-TZVPD.

Last column: Löwdin charge in e.
Positions of all 63 atoms, in Å:
1 Ir 0.0739 0.2238 0.1233  1.0851
2 P 0.9723 -1.3796 1.4211  0.7664
3 P -0.2515 1.4409 -1.8005  0.7672
4 O 2.6744 -0.6620 -1.9466  -0.2838
5 O -2.1568 2.6008 0.9263  0.0355
6 O 3.4656 -2.6676 -0.8388  -0.1029
7 O -2.4031 -2.0319 0.8030  0.0465
8 N -0.3571 -1.4144 -1.2349  -0.0464
9 N -1.9368 0.2743 0.6361  -0.0527
10 C 0.7922 1.6901 1.3863  -0.3262
11 C -4.1918 -0.3596 1.0673  -0.0837
12 C 0.0186 -1.9294 2.8786  -0.2114
13 C 1.2679 1.5865 -2.7789  -0.2377
14 C -4.0743 1.1239 1.2736  -0.0872
15 C 0.0298 -2.6390 -0.9175  -0.3432
16 C 2.6772 -1.2057 1.9969  -0.1958
17 C 0.6706 2.9261 3.4550  -0.0453
18 C -1.0150 -3.5551 -2.8775  -0.0509
19 C -2.7466 -0.8474 0.8046  -0.4446
20 C 0.8475 -2.7837 0.2855  -0.2595
21 C 1.6014 3.8476 2.9618  -0.0275
22 C 1.7744 2.5643 0.9210  -0.1007
23 C 0.2739 1.8291 2.6793  -0.0921
24 C -1.2416 0.2977 -2.7960  -0.2484
25 C 2.1658 3.6331 1.7166  -0.0566
26 C -1.0830 3.0220 -1.7764  -0.2162
27 C -0.9731 -1.1804 -2.3983  -0.2988
28 C -2.6158 1.4678 0.9340  -0.4711
29 C -1.3442 -2.2404 -3.2512  0.0084
30 C -0.3034 -3.7378 -1.6878  0.0021
31 H -0.9967 0.4048 -3.8693  0.1031
32 H 1.0141 1.8817 -3.8090  0.0664
33 H -0.1148 -1.0335 3.5162  0.0384
34 H 1.8647 4.7133 3.5674  0.1254
35 H 3.5973 -0.3431 -2.1555  0.0999
36 H -0.7052 3.5973 -0.9320  0.0474
37 H 2.7871 -0.2004 2.4422  0.0535
38 H 2.2085 2.4005 -0.0575  0.0821
39 H -2.1536 2.8741 -1.6274  0.0546
40 H 3.3636 -1.3364 1.1398  0.0486
41 H -1.2994 -4.3792 -3.5124  0.1096
42 H 3.0745 -2.0038 -1.3215  -0.1314
43 H 3.4685 -3.5411 -1.4220  0.1415
44 H 1.9682 -0.4439 -0.9179  0.1118
45 H -0.4611 1.1026 3.0651  0.1051
46 H 0.2301 3.0421 4.4537  0.1229
47 H -4.7471 1.6922 0.6222  0.1290
48 H 1.8812 2.3830 -2.3334  0.0524
49 H -0.9706 -2.2972 2.5402  0.0444
50 H -0.8973 3.5747 -2.6963  0.0645
51 H 0.6094 -3.6588 0.8672  0.1215
52 H -4.8126 -0.5844 0.1843  0.1315
53 H -4.2604 1.4081 2.3164  0.1316
54 H 1.5463 0.5785 -0.6234  -0.0147
55 H 1.8394 0.6121 -2.7393  0.0221
56 H 2.9229 4.3057 1.3511  0.1139
57 H 1.7675 -2.8986 0.0110  -0.0185
58 H 0.5903 -2.7101 3.4205  0.0675
59 H -0.0324 -4.7090 -1.3151  0.1242
60 H 2.8778 -1.9706 2.7709  0.0704
61 H -1.8348 -1.9770 -4.1743  0.1184
62 H -2.3245 0.5011 -2.6690  0.1039
63 H -4.6125 -0.8786 1.9411  0.1302

## Properties
2S+1 = 6
Energy relative to the best compared isomer or geometry (same formula, charge and spin) = 198.6 kJ/mol
Strongest force on any atom = 7.32 eV/A
HOMO (alpha / beta) = -8.04 / -11.45 eV
HOMO-LUMO gap (alpha / beta) = 5.9 / 4.4 eV
Total charge = +1

=====

# 2
Below is a structure of composition C9H9NO2, with properties calculated with wB97M-V/def2-TZVPD.

Last column: Löwdin charge in e.
Positions of all 21 atoms, in Å:
1 O 0.2809 1.8047 0.8663  -0.0531
2 O -1.8229 1.2570 -0.0274  0.0441
3 N -0.4494 -1.5322 1.4655  0.0762
4 C -0.9069 -0.4445 1.8477  0.0615
5 C -0.5409 0.8391 0.4490  -0.3839
6 C 0.1406 -0.1979 -0.4815  -0.0724
7 C 0.7364 -2.5834 -0.4321  0.0056
8 C -0.3444 2.6440 1.7666  -0.0709
9 C 1.1804 -1.1450 -2.4292  -0.0944
10 C 0.5760 -0.1381 -1.7755  -0.0738
11 C 1.2074 -2.3789 -1.7419  -0.0831
12 C 0.1239 -1.4514 0.2139  -0.2225
13 H -1.1436 3.2304 1.3495  0.0980
14 H 0.7185 -3.6237 -0.0604  0.1128
15 H -1.3869 -0.1912 2.7532  0.0831
16 H 1.5168 -1.0679 -3.4126  0.0849
17 H 0.3610 0.9136 -2.3090  0.1641
18 H -1.7831 2.0294 -0.5268  0.0641
19 H 0.4949 3.1534 2.2571  0.1187
20 H 1.7738 -3.1731 -2.2500  0.1024
21 H -0.7324 2.0557 2.4775  0.0386

## Properties
Energy relative to the best compared isomer or geometry (same formula, charge and spin) = 368.2 kJ/mol
Strongest force on any atom = 5.64 eV/A
HOMO = -8.77 eV
HOMO-LUMO gap = 9.2 eV

=====

# 3
Below is a structure of composition C38H63BaF4N11OP, with properties calculated with wB97M-V/def2-TZVPD.

Last column: Löwdin charge in e.
Positions of all 119 atoms, in Å:
1 Ba -1.0544 1.9701 0.4782  1.7767
2 P 1.0972 -1.5511 0.2270  0.6732
3 F -4.0502 -4.1613 0.7546  0.0885
4 F -5.2838 -0.6932 -2.1800  0.0344
5 F -4.0544 1.0855 -0.5930  -0.0017
6 F -2.8210 -2.4898 2.3246  0.0575
7 O 0.0761 4.3558 1.2382  -0.1654
8 N -2.9380 0.4319 1.7498  -0.1243
9 N -4.2105 0.7087 -4.3443  0.0658
10 N 0.1176 -0.3591 -0.1311  -0.3272
11 N -0.5159 -0.7807 -2.4019  -0.0180
12 N -2.4391 2.4909 -2.9348  -0.0472
13 N -1.6023 2.4666 3.3661  -0.3512
14 N 0.5220 -3.0245 -0.2452  -0.1988
15 N 2.2983 4.7070 1.2915  0.0968
16 N 1.4000 -1.6620 1.8561  -0.1867
17 N 2.6189 -1.3174 -0.3855  -0.1835
18 N 1.4828 2.7681 -1.0442  0.0639
19 C 1.3346 -4.2332 -0.1554  -0.1970
20 C 1.1371 -5.0951 -1.3953  -0.1767
21 C -2.8143 0.2791 -3.9338  -0.1112
22 C 2.7080 -0.8251 3.7625  -0.1778
23 C 3.5115 -1.3179 -2.6801  -0.1707
24 C -0.5963 -0.0499 -1.3291  -0.5956
25 C 2.5660 2.6872 -3.1767  -0.0420
26 C 1.8975 -0.4635 2.5248  -0.2217
27 C 3.8715 -1.8331 0.1567  -0.2109
28 C 2.7996 -0.5209 -1.5971  -0.2055
29 C -3.4627 -0.5565 1.0272  -0.2356
30 C 4.6587 -2.6288 -0.8818  -0.1798
31 C 3.8371 3.1421 -1.2140  -0.0244
32 C -1.1840 -4.1581 -1.5966  -0.1724
33 C -4.6911 -1.1447 -1.0288  -0.2174
34 C -4.0868 -0.2330 -0.2075  -0.1624
35 C -2.3770 1.3451 3.9380  -0.1979
36 C -2.3656 0.1185 3.0473  -0.2682
37 C -0.3417 -5.4306 -1.5734  -0.1930
38 C -0.4763 2.8332 4.2158  -0.0958
39 C 1.3713 -2.9348 3.9464  -0.1696
40 C -1.9097 1.4867 -3.8625  -0.2272
41 C -4.7388 -2.4935 -0.7451  0.0396
42 C -2.4617 3.6217 3.1280  -0.1307
43 C 1.0239 5.1330 1.3379  -0.5259
44 C 0.8056 6.6047 1.5482  0.0276
45 C -3.7126 2.9907 -3.4484  -0.1907
46 C -4.7576 1.8908 -3.5868  -0.1013
47 C -4.1051 -2.8593 0.4290  -0.2473
48 C 2.6630 3.0449 -0.4806  -0.2748
49 C -3.4912 -1.9593 1.2716  -0.1536
50 C 1.8915 -1.7126 4.6973  -0.1954
51 C 3.7874 2.9616 -2.5883  -0.0520
52 C 1.4458 2.5967 -2.3639  -0.1269
53 C -0.9128 -3.2977 -0.3697  -0.2039
54 C 2.6577 3.3242 1.0048  -0.1049
55 C 0.5748 -2.5096 2.7211  -0.1863
56 C 4.8544 -1.8240 -2.1633  -0.1977
57 H 5.6221 -2.9167 -0.4548  0.1159
58 H -4.8403 -0.0779 -4.1835  0.1564
59 H 2.8788 -2.1625 -2.9730  0.1125
60 H -5.6530 2.2220 -4.1118  0.1352
61 H -0.3271 -1.9751 3.0397  0.1002
62 H 0.0961 -1.5993 -2.2867  0.0022
63 H -0.6653 -6.0626 -0.7389  0.1173
64 H 0.1774 6.9796 0.7416  0.0969
65 H 0.7373 -3.5435 4.5939  0.1173
66 H 2.4893 -2.0135 5.5589  0.1119
67 H 0.4727 2.3723 -2.7813  0.0838
68 H 3.6590 -2.4345 1.0393  0.1027
69 H -0.4961 -6.0096 -2.4855  0.1105
70 H 1.5028 -4.5441 -2.2681  0.1108
71 H -0.9593 -3.5721 -2.4925  0.1037
72 H 3.6427 3.1382 1.4309  0.1309
73 H 1.0401 -1.1411 5.0854  0.1123
74 H 1.7303 7.1770 1.5834  0.0826
75 H 2.3802 -3.9596 -0.0331  0.0863
76 H 1.9454 2.6727 1.5117  0.1000
77 H -1.7810 1.9574 -4.8434  0.1277
78 H -3.2778 3.3296 2.4633  0.0797
79 H 0.1590 1.9603 4.3780  0.0782
80 H 0.2431 -3.3775 2.1560  0.0952
81 H 4.6880 3.0297 -3.1845  0.1158
82 H -0.9573 1.0972 -3.5130  0.0516
83 H -2.2484 -4.4021 -1.6244  0.1078
84 H -1.3200 -0.2224 2.9552  0.0811
85 H 4.4860 -0.9804 0.4853  0.1228
86 H -1.9688 1.0801 4.9183  0.1196
87 H 1.0483 0.1761 2.8223  0.0968
88 H -2.8682 -0.1874 -2.9505  0.0955
89 H 5.5037 -0.9650 -1.9554  0.1128
90 H -2.9087 4.0015 4.0570  0.0968
91 H -5.2310 -3.2090 -1.3841  0.1290
92 H 5.3620 -2.4284 -2.9168  0.1112
93 H 4.1236 -3.5528 -1.1193  0.1018
94 H 0.2627 6.7439 2.4827  0.0961
95 H -4.2096 0.9158 -5.3421  0.1772
96 H 3.6134 -1.3534 3.4489  0.1116
97 H 3.0244 0.0885 4.2718  0.1113
98 H 0.1186 3.6072 3.7279  0.0691
99 H 2.5026 0.1037 1.8139  0.1009
100 H 3.4067 0.3597 -1.3459  0.1083
101 H -2.8995 -0.6696 3.5840  0.1193
102 H 2.4738 2.5370 -4.2434  0.1133
103 H -2.6390 1.9761 -2.0770  0.0332
104 H 4.7743 3.3554 -0.7155  0.1174
105 H -3.5238 3.4744 -4.4107  0.1216
106 H -0.7969 3.2091 5.1978  0.0962
107 H 1.8306 -0.1701 -1.9402  0.0733
108 H -3.4116 1.6589 4.0973  0.1217
109 H 1.7336 -6.0057 -1.3061  0.1145
110 H -5.0381 1.5143 -2.6080  0.1030
111 H 2.2120 -3.5596 3.6290  0.1169
112 H 3.0314 5.3948 1.3218  0.1469
113 H -1.4424 -2.3503 -0.4415  0.0880
114 H 1.0449 -4.8114 0.7347  0.1237
115 H -4.1193 3.7542 -2.7850  0.1261
116 H -1.8861 4.4243 2.6662  0.0603
117 H 3.6459 -0.6903 -3.5651  0.1106
118 H -1.2677 -3.8199 0.5305  0.1173
119 H -2.4813 -0.4682 -4.6504  0.1340

## Properties
Energy relative to the best compared isomer or geometry (same formula, charge and spin) = 136.7 kJ/mol
Strongest force on any atom = 0.24 eV/A
HOMO = -8.53 eV
HOMO-LUMO gap = 6.6 eV
Total charge = +1

=====

# 4
Below is an isolated molecule of C4H6BClO2S, with properties calculated with wB97M-V/def2-TZVPD.

Last column: Löwdin charge in e.
Positions of all 15 atoms, in Å:
1 Cl 0.9349 -2.9860 -0.6232  0.6651
2 S 1.7809 1.1049 -0.3743  0.9203
3 O -2.3870 0.0737 0.5974  0.1456
4 O -1.6387 1.9721 -0.2910  0.1905
5 C 0.4068 -0.7855 0.9539  -0.1580
6 C 0.7939 -1.3158 -0.1871  -0.7721
7 C 0.2627 0.6665 0.7049  -0.3972
8 C 1.3685 -0.3453 -1.1932  -0.5829
9 B -1.2546 0.8237 0.3134  -0.7134
10 H 0.2721 1.2574 1.6266  0.1191
11 H 0.1119 -1.3531 1.8427  0.1406
12 H -0.9410 2.5903 -0.2167  0.0738
13 H 2.3058 -0.6872 -1.7336  0.0984
14 H 0.5061 -0.0907 -1.9198  0.1197
15 H -2.5222 -0.9249 0.5000  0.1506

## Properties
Energy relative to the best compared isomer or geometry (same formula, charge and spin) = 135.5 kJ/mol
Strongest force on any atom = 3.39 eV/A
HOMO = -9.05 eV
HOMO-LUMO gap = 9.5 eV
SMILES string = OB(O)[C@H]1C=C(Cl)CS1

=====

The highest energy relative to the best compared isomer or geometry (same formula, charge and spin) belongs to which entry?
C9H9NO2